# 1
A structure of composition C15H22N5O2S2Tl in a non-equilibrium geometry. Source: the Open Molecules 2025 dataset; level of theory: ωB97M-V/def2-TZVPD.

The geometry in XYZ format:
```
47
Properties=species:S:1:pos:R:3:forces:R:3
Tl -0.076 -1.209 1.978 0.4 0.2 -0.1
N -7.750 -0.585 -0.143 -0.5 -1.1 0.0
C -6.483 -1.161 0.039 1.1 -0.9 0.7
C -6.293 -2.557 0.159 -1.7 -0.2 -1.0
C -5.073 -3.168 0.286 0.9 0.5 0.2
C -3.941 -2.385 0.445 1.1 -0.3 0.2
C -4.059 -1.008 0.377 -0.6 0.8 0.1
C -5.305 -0.417 0.148 -0.4 -0.9 0.2
S -2.297 -3.191 0.613 -0.8 1.0 -1.1
O -1.475 -2.360 -0.269 0.0 -0.4 1.0
O -2.484 -4.568 0.216 -0.1 0.0 0.3
N -1.812 -2.993 2.109 0.7 0.5 -1.7
C -2.376 -3.623 3.132 -0.8 0.0 2.1
S -3.264 -5.117 3.053 0.2 -0.3 -2.3
C -3.788 -4.893 4.599 -0.8 -1.4 1.8
C -3.189 -3.857 5.175 0.4 1.2 1.1
N -2.402 -3.120 4.368 0.7 0.5 -1.5
H -8.514 -1.203 0.153 0.6 0.4 -0.3
H -7.890 0.324 0.252 0.2 0.4 0.1
H -7.139 -3.230 -0.014 0.0 0.3 0.2
H -4.911 -4.231 0.236 -0.4 -0.3 0.1
H -3.259 -0.284 0.522 0.3 -0.6 -0.1
H -5.392 0.633 0.106 0.1 1.2 -0.1
H -4.339 -5.652 5.106 -0.5 -0.3 0.2
H -3.271 -3.522 6.213 -0.2 -0.3 -0.3
H 1.208 -2.547 1.417 0.0 0.1 0.1
C 6.300 3.553 -1.163 0.1 0.0 1.7
C 5.091 3.236 -0.238 -1.2 0.0 -0.9
N 3.961 2.824 -1.125 0.3 0.4 -0.2
C 4.319 1.600 -1.911 -0.4 1.1 0.6
C 5.507 1.988 -2.859 -0.5 -1.5 0.1
N 5.910 3.371 -2.564 2.2 0.4 -1.4
C 4.881 4.315 -2.937 -1.9 1.4 1.1
C 3.611 3.925 -2.077 0.6 0.4 1.3
H 7.052 2.810 -0.981 0.7 -0.2 0.1
H 6.721 4.560 -1.042 -0.2 -0.3 0.0
H 4.785 4.079 0.396 0.1 0.0 -0.5
H 5.264 2.414 0.459 0.3 0.0 -0.3
H 3.417 1.440 -2.530 0.6 -0.6 0.4
H 4.523 0.742 -1.210 -0.2 0.9 -0.9
H 5.109 2.021 -3.875 0.6 -0.4 -0.1
H 6.394 1.333 -2.730 -0.6 0.4 -0.4
H 6.769 3.593 -3.133 -1.1 -0.4 0.6
H 4.659 4.327 -3.988 0.3 -0.3 -0.5
H 5.244 5.313 -2.626 -0.2 -0.4 -0.3
H 2.724 3.651 -2.648 0.3 -0.2 -0.2
H 3.334 4.832 -1.489 0.1 -0.8 -0.3
```
Forces are in eV/Å.

Results
E_HOMO (eV): -4.885
Gap between HOMO and LUMO (eV): 3.0
Energy (Eh): -1977.68441



# 2
An isolated molecule of C15H22O in a non-equilibrium geometry. Source: the Open Molecules 2025 dataset; level of theory: ωB97M-V/def2-TZVPD.

The geometry in XYZ format:
```
38
Properties=species:S:1:pos:R:3:forces:R:3
C 1.753 2.738 -0.723 -0.3 -0.6 0.7
C 1.548 2.334 0.796 0.2 0.6 -1.4
C 0.537 3.274 1.423 0.0 0.3 -0.1
C 1.170 0.867 1.025 -0.7 -1.0 -2.1
C 2.301 -0.062 0.620 -1.4 -1.5 -0.8
C 2.112 -1.252 -0.046 -0.4 2.6 1.7
C 0.744 -1.669 -0.431 0.0 -2.0 -0.7
C 0.624 -2.660 -1.373 0.3 1.8 1.8
C -0.613 -2.850 -2.069 -0.4 -0.9 -2.6
O -0.666 -3.756 -2.918 -0.7 1.2 1.2
C -1.659 -1.735 -1.943 0.5 -0.4 0.9
C -1.875 -1.420 -0.443 0.5 0.3 -1.2
C -2.980 -0.379 -0.297 -0.4 -0.2 0.1
C -0.507 -1.059 0.255 0.8 0.1 0.1
C -0.617 -1.569 1.693 -0.7 -0.4 0.2
C -0.179 0.438 0.318 0.2 0.4 0.3
H 0.755 2.769 -1.200 0.6 -0.3 -0.1
H 2.458 2.057 -1.245 -0.7 0.3 0.2
H 2.155 3.749 -0.823 0.0 0.0 0.3
H 2.501 2.495 1.288 0.3 -0.1 0.2
H 0.890 4.317 1.360 -0.1 -0.4 0.2
H 0.343 2.997 2.473 -0.1 0.3 -0.4
H -0.378 3.243 0.824 -0.2 0.0 0.3
H 0.981 0.784 2.066 0.1 -0.3 1.3
H 3.274 0.306 0.877 0.6 -0.1 0.0
H 3.004 -1.820 -0.280 -0.3 -0.3 -0.3
H 1.469 -3.192 -1.772 0.3 -0.1 0.0
H -1.280 -0.820 -2.402 0.2 -0.1 -0.3
H -2.576 -2.019 -2.447 -0.1 -0.1 0.0
H -2.271 -2.340 -0.029 0.2 -0.3 0.5
H -2.750 0.556 -0.796 0.2 0.2 -0.1
H -3.901 -0.771 -0.785 0.5 0.2 0.5
H -3.171 -0.150 0.763 -0.2 -0.1 -0.3
H -0.898 -2.638 1.676 0.4 0.4 0.2
H -1.440 -1.043 2.258 0.9 -0.3 -0.6
H 0.336 -1.428 2.190 0.0 -0.1 0.4
H -1.004 0.922 0.812 -0.3 0.4 0.3
H -0.191 0.786 -0.696 0.2 0.5 -0.7
```
Forces are in eV/Å.

Results
E_HOMO (eV): -8.729
SMILES string: CC(C)[C@@H]1C=CC2=CC(=O)C[C@H](C)[C@]2(C)C1
Gap between HOMO and LUMO (eV): 8.8
Energy (Eh): -659.97424



# 3
An isolated molecule of C15H22O2 in a non-equilibrium geometry. Source: the Open Molecules 2025 dataset; level of theory: ωB97M-V/def2-TZVPD.

The geometry in XYZ format:
```
39
Properties=species:S:1:pos:R:3:forces:R:3
C -0.430 -2.926 2.079 -3.3 1.9 -0.7
C -1.309 -1.948 1.633 2.2 -2.6 3.6
C -2.819 -2.159 1.910 1.5 -1.0 1.3
O -3.059 -3.464 2.522 -0.3 1.3 -0.8
C -0.692 -0.641 1.315 -1.3 1.8 0.2
C -1.732 0.212 0.502 0.1 -0.6 1.8
C -0.764 1.227 -0.009 -2.0 0.9 -3.6
C 0.506 0.510 -0.511 1.3 3.1 -0.6
C 0.488 -0.680 0.380 3.7 -1.1 2.0
C 0.493 0.264 -2.007 -1.1 0.6 -3.7
C -0.510 -0.745 -2.567 -1.0 -0.3 -0.1
C 1.112 1.076 -2.998 -1.9 -1.8 5.0
C 1.810 2.281 -2.616 1.3 0.2 -0.5
O 2.239 2.951 -3.521 0.5 1.4 -1.0
C 2.091 2.637 -1.196 -0.8 -2.9 -0.6
C 1.834 1.360 -0.384 0.3 0.6 2.9
C 2.194 1.799 1.117 0.0 -0.3 -0.5
H 0.608 -2.770 2.140 1.1 0.0 -0.2
H -0.852 -3.786 2.573 1.0 -0.5 -0.3
H -3.310 -2.054 0.991 -1.0 -0.6 -1.5
H -3.308 -1.379 2.512 0.7 0.0 0.3
H -2.209 -3.809 2.830 -0.8 0.3 0.0
H -0.322 0.017 2.235 -1.2 -1.6 -1.4
H -2.131 -0.440 -0.252 -0.4 -0.2 -0.5
H -2.593 0.601 1.161 1.4 -0.4 -1.1
H -1.230 1.866 -0.796 0.4 -0.3 0.3
H -0.701 1.835 0.818 1.4 1.8 1.8
H 1.489 -0.884 0.955 -1.5 1.4 -0.4
H 0.691 -1.542 -0.161 -1.2 -2.1 -1.5
H -1.562 -0.375 -2.642 0.8 0.4 0.3
H -0.668 -1.700 -2.083 0.4 -0.1 1.0
H -0.310 -1.099 -3.563 0.5 0.4 -0.7
H 0.955 1.056 -4.039 -0.3 -0.8 -1.0
H 1.419 3.376 -0.911 -1.2 1.6 0.6
H 3.106 2.973 -1.044 0.2 0.1 -0.2
H 2.578 0.646 -0.734 0.3 -0.1 0.3
H 1.466 1.412 1.877 0.9 0.1 -0.6
H 2.209 2.935 1.249 0.1 -1.6 -0.3
H 3.222 1.363 1.233 -0.9 0.7 0.7
```
Forces are in eV/Å.

Results
E_HOMO (eV): -9.217
SMILES string: C=C(CO)[C@@H]1CC[C@@]2(C1)C(C)=CC(=O)C[C@H]2C
Gap between HOMO and LUMO (eV): 9.5
Energy (Eh): -735.09555



# 4
An isolated molecule of C15H22O3. Source: the Open Molecules 2025 dataset; level of theory: ωB97M-V/def2-TZVPD.

The geometry in XYZ format:
```
40
Properties=species:S:1:pos:R:3:forces:R:3
C -4.712 -2.316 -0.610 0.1 0.0 0.2
C -3.600 -1.695 0.226 -0.1 0.1 -0.3
C -2.952 -0.508 -0.483 0.1 -0.2 0.5
C -1.840 0.114 0.360 -0.2 0.2 -0.3
C -1.201 1.350 -0.286 0.6 -0.3 0.1
C -0.424 2.183 0.744 -0.2 0.1 -0.2
C -1.333 3.019 1.637 0.2 -0.2 0.0
C -0.277 0.943 -1.442 -0.6 0.6 -0.3
O 0.794 0.122 -0.983 0.1 -0.2 0.2
C 2.004 0.664 -0.880 0.2 0.2 -0.1
O 2.253 1.817 -1.204 0.0 -0.1 0.0
C 3.013 -0.264 -0.351 0.2 0.0 0.0
C 2.676 -1.572 0.006 0.1 0.0 0.0
C 3.626 -2.435 0.504 -0.1 -0.2 0.0
C 4.939 -2.000 0.656 0.0 0.1 -0.1
C 5.294 -0.715 0.312 0.0 0.2 -0.1
C 4.344 0.176 -0.196 -0.3 -0.2 0.0
O 4.741 1.411 -0.513 0.1 0.2 -0.1
H -5.160 -3.158 -0.088 -0.1 -0.1 0.0
H -4.322 -2.671 -1.562 0.0 -0.1 -0.1
H -5.491 -1.584 -0.813 -0.1 0.0 -0.1
H -2.838 -2.450 0.434 0.0 0.0 0.1
H -4.008 -1.365 1.184 0.1 0.0 0.1
H -2.553 -0.845 -1.441 0.0 0.0 -0.1
H -3.715 0.248 -0.688 0.0 0.0 -0.1
H -1.061 -0.628 0.543 0.0 0.0 0.1
H -2.260 0.397 1.326 0.0 0.0 0.1
H -1.987 1.977 -0.720 0.0 0.0 -0.1
H 0.257 2.855 0.217 0.1 -0.1 0.0
H 0.182 1.516 1.362 0.1 0.0 0.0
H -1.923 3.708 1.037 -0.1 0.1 0.0
H -0.737 3.599 2.338 0.0 0.1 0.1
H -2.013 2.393 2.208 -0.1 0.0 0.1
H -0.819 0.347 -2.179 0.1 0.0 0.0
H 0.138 1.832 -1.927 -0.1 -0.2 0.0
H 1.654 -1.893 -0.120 -0.1 0.0 0.0
H 3.355 -3.443 0.776 0.0 -0.1 0.0
H 5.686 -2.674 1.046 0.1 0.0 0.0
H 6.307 -0.363 0.423 0.1 0.0 0.0
H 3.962 1.910 -0.853 0.1 -0.2 0.1
```
Forces are in eV/Å.

Results
E_HOMO (eV): -8.720
SMILES string: CCCC[C@@H](CC)COC(=O)c1ccccc1O
Gap between HOMO and LUMO (eV): 9.3
Energy (Eh): -810.52608



# 5
An isolated molecule of C15H22O4. Source: the Open Molecules 2025 dataset; level of theory: ωB97M-V/def2-TZVPD.

The geometry in XYZ format:
```
41
Properties=species:S:1:pos:R:3:forces:R:3
C 3.238 1.015 -3.498 0.0 -0.1 0.0
O 3.437 1.706 -2.278 0.0 0.1 0.1
C 3.832 0.913 -1.193 -0.1 -0.1 0.3
C 2.866 -0.233 -0.855 0.3 0.3 -0.1
C 1.458 0.252 -0.741 0.1 -0.2 -0.2
C 0.420 -0.319 -1.326 -0.2 0.4 0.0
C -1.001 0.140 -1.169 0.2 -0.3 0.7
O -1.709 0.127 -2.387 -0.2 -0.1 -0.3
C -1.713 -0.737 -0.119 -0.2 0.2 -0.3
O -1.100 -0.521 1.127 0.0 0.1 0.0
C -1.670 -1.279 2.172 0.1 -0.1 0.2
C -3.075 -0.858 2.531 0.0 0.0 -0.1
C -4.037 -1.797 2.875 0.1 0.1 0.0
C -5.317 -1.395 3.214 -0.1 0.0 0.1
C -5.650 -0.051 3.200 -0.1 0.0 0.0
C -4.696 0.890 2.851 0.0 0.1 0.0
C -3.414 0.489 2.523 0.0 0.0 0.0
O 5.094 0.331 -1.391 -0.3 -0.2 0.0
C 6.150 1.265 -1.464 0.0 0.1 0.0
H 2.269 0.508 -3.507 0.0 0.0 0.0
H 3.256 1.772 -4.279 0.0 -0.1 0.0
H 4.038 0.289 -3.670 0.0 0.0 -0.1
H 3.871 1.633 -0.356 0.0 -0.2 -0.1
H 2.957 -1.009 -1.616 0.0 -0.1 0.0
H 3.195 -0.656 0.097 0.1 0.0 0.0
H 1.313 1.128 -0.124 -0.1 0.2 0.1
H 0.551 -1.203 -1.940 0.1 -0.2 -0.1
H -1.027 1.176 -0.821 0.0 -0.1 0.0
H -1.649 -0.756 -2.770 0.0 0.1 0.0
H -2.779 -0.469 -0.090 0.1 0.0 0.0
H -1.634 -1.802 -0.403 0.0 0.1 0.0
H -1.007 -1.116 3.029 -0.1 -0.1 -0.1
H -1.652 -2.350 1.919 0.0 0.1 0.1
H -3.782 -2.848 2.881 0.0 -0.1 0.0
H -6.058 -2.133 3.485 -0.1 -0.1 0.0
H -6.651 0.261 3.459 -0.1 0.0 0.0
H -4.952 1.940 2.836 0.0 0.1 0.0
H -2.663 1.214 2.248 0.1 0.1 0.0
H 6.260 1.800 -0.514 0.0 0.0 0.0
H 7.051 0.691 -1.671 0.0 0.1 0.0
H 5.980 1.993 -2.263 0.1 0.0 0.0
```
Forces are in eV/Å.

Results
E_HOMO (eV): -9.252
SMILES string: COC(C/C=C/[C@@H](O)COCc1ccccc1)OC
Gap between HOMO and LUMO (eV): 10.1
Energy (Eh): -885.66307



ΔE to the lowest compared entry with this formula, charge and spin, respectively: 206.81 0.00 427.38 0.00 129.96 kJ/mol.